[1]
The following is a DFT calculation (ωB97M-V/def2-TZVPD) of C40H65Cl2GeN9OP3Sn as an isolated structure in a non-equilibrium geometry.

## Properties
Strongest force on any atom: 2.84 eV Å⁻¹
Multiplicity: 2
Orbital gap (alpha / beta): 6.59 / 7.07 eV
E_HOMO (alpha / beta): -6.43 / -6.97 eV

Atoms and positions in Å:
1 Sn 0.1441 -1.3958 -1.9645
2 C -6.2142 -4.5700 2.3262
3 C -5.1505 -3.5399 1.9713
4 C -5.6911 -2.6620 0.8197
5 P -3.4943 -4.4563 1.8537
6 C -0.5152 -1.5185 3.3000
7 N -0.5317 -0.3377 2.8295
8 Ge 0.6618 0.9916 0.7212
9 N 2.3606 1.1394 1.7523
10 C 3.6063 0.8771 1.0355
11 P 3.5067 -0.1394 -0.4928
12 C 4.0233 -1.8457 0.1800
13 C 2.9517 -2.2288 1.2069
14 C 4.1690 -2.8655 -0.9525
15 C 4.9847 0.5282 -1.4023
16 C 6.2674 0.3969 -0.6477
17 C 4.7964 1.9948 -1.8595
18 C 2.3121 1.1422 3.1067
19 C 3.2065 0.6507 4.0383
20 C 2.9650 0.6712 5.4133
21 C 1.7940 1.2177 5.9286
22 C 0.8518 1.6897 4.9865
23 C 1.1172 1.7117 3.6526
24 N 0.2075 2.1865 2.6711
25 C -1.1993 1.9055 2.8499
26 C -2.2085 2.8790 2.9223
27 C -3.5291 2.4508 2.9329
28 C -3.9495 1.1031 3.0155
29 C -2.9294 0.1913 3.0174
30 C -1.6083 0.5820 2.8736
31 C 0.5260 3.5718 2.3553
32 C 0.6694 4.5623 3.3161
33 C 0.8971 5.8915 2.9446
34 C 1.0677 6.1804 1.5696
35 C 0.9834 5.1432 0.6398
36 C 0.6920 3.8704 0.9783
37 N 0.4959 2.8615 0.0898
38 C 0.4111 3.1680 -1.2898
39 P -0.2948 1.7813 -2.2853
40 C -2.1297 1.9906 -2.0137
41 C -2.7157 3.3829 -2.1865
42 C -2.5146 1.4771 -0.5807
43 C 0.0893 2.2638 -4.0571
44 C -0.3255 3.6608 -4.5664
45 C 1.5996 2.0965 -4.2348
46 C -3.4898 -5.5559 0.3889
47 C -4.0910 -6.9426 0.8085
48 C -3.9632 -5.0949 -0.9640
49 H -7.0808 -4.0285 2.7498
50 H -5.8780 -5.2626 3.1097
51 H -6.5465 -5.1557 1.4384
52 H -4.9810 -2.8331 2.7491
53 H -6.2401 -3.2885 0.1463
54 H -4.9216 -2.1486 0.2432
55 H -6.3595 -1.9396 1.2528
56 H 0.3298 -2.1149 3.1951
57 H -1.3364 -1.9363 3.8372
58 H 4.3350 0.3945 1.7343
59 H 4.0820 1.8407 0.7777
60 H 4.9929 -1.7913 0.6983
61 H 1.9500 -2.3912 0.7634
62 H 2.7374 -1.4568 1.9268
63 H 3.2004 -3.1451 1.7450
64 H 3.2789 -3.0283 -1.5749
65 H 4.3457 -3.8233 -0.4768
66 H 4.9749 -2.6106 -1.5691
67 H 5.0308 -0.0209 -2.3630
68 H 6.3307 1.0374 0.1971
69 H 7.1075 0.6887 -1.3506
70 H 6.4639 -0.6389 -0.3002
71 H 4.9628 2.7190 -1.0451
72 H 3.7759 2.1555 -2.2456
73 H 5.4733 2.1904 -2.6769
74 H 4.1163 0.1469 3.6851
75 H 3.6469 0.2845 6.1098
76 H 1.5840 1.0884 6.9961
77 H -0.1753 1.9618 5.2461
78 H -1.9670 3.9094 2.8384
79 H -4.3154 3.2071 2.8058
80 H -4.9664 0.7913 2.9472
81 H -3.1569 -0.8688 3.1077
82 H 0.5636 4.2664 4.3406
83 H 0.9391 6.6234 3.7551
84 H 1.3097 7.1815 1.2851
85 H 1.0822 5.3099 -0.4484
86 H 1.3368 3.4556 -1.8388
87 H -0.1442 4.0934 -1.5050
88 H -2.6185 1.2855 -2.7062
89 H -2.3104 4.1553 -1.5258
90 H -3.7600 3.3758 -1.9536
91 H -2.7113 3.7775 -3.1791
92 H -2.2683 2.1508 0.2217
93 H -2.0929 0.4794 -0.4028
94 H -3.6082 1.3211 -0.5118
95 H -0.4510 1.4668 -4.5920
96 H 0.0150 4.4479 -3.8739
97 H -1.4036 3.7812 -4.6841
98 H 0.1325 3.8233 -5.5271
99 H 2.0727 2.9085 -3.6986
100 H 1.9179 2.0895 -5.2805
101 H 1.9931 1.1728 -3.7603
102 H -2.4427 -5.6655 0.2432
103 H -5.1723 -6.8637 0.6498
104 H -3.8500 -7.2983 1.8180
105 H -3.8038 -7.8390 0.2008
106 H -5.0654 -4.9126 -1.0560
107 H -3.7078 -5.8110 -1.7616
108 H -3.4702 -4.1712 -1.2295
109 O 4.3272 -1.2350 -3.8591
110 H 4.3499 -2.1273 -4.1783
111 H 3.4119 -1.1740 -3.5659
112 Cl -2.3569 -2.8461 1.1165
113 Cl -2.0907 -1.4163 -3.3827
114 N -0.1888 -4.1572 -5.1034
115 N 0.8214 -3.1443 -4.9855
116 N 0.6644 -2.0634 -5.8338
117 C 0.9415 -1.0525 -5.0702
118 N 1.2574 -1.3847 -3.7973
119 N 1.1403 -2.7772 -3.7206
120 H -0.2744 -4.3334 -6.1079
121 H -1.0448 -3.7954 -4.6656
122 H 0.9527 -0.0888 -5.5219

Atomic forces in eV per Å
-1.1 0.5 0.1
-0.5 0.0 0.5
0.2 -0.6 -1.7
1.0 -0.6 0.1
-0.5 0.9 0.2
-1.4 2.2 -0.2
0.5 -0.7 -0.3
0.6 0.6 0.7
0.2 -0.4 -1.4
0.8 0.2 1.5
-0.1 -0.5 -0.2
-0.6 0.7 -0.3
-0.8 -0.4 -0.4
-1.3 -0.4 1.2
-0.6 0.3 -0.8
1.8 -1.0 -1.2
-0.9 -0.2 0.6
-1.2 0.9 0.5
1.4 -0.8 0.0
-1.5 1.1 -0.6
-0.2 -0.6 -0.6
-0.6 0.0 0.9
1.2 -1.3 0.1
-1.1 0.6 -0.5
-0.7 0.8 0.2
0.2 -1.4 -0.4
-1.5 0.3 -0.1
1.6 1.6 -0.5
-0.2 -1.0 0.1
1.0 -1.3 1.0
0.2 0.6 -0.6
-0.3 -0.3 -0.8
0.1 -0.3 -0.6
-0.1 -0.9 1.6
0.3 2.4 -1.6
-0.6 -1.6 1.7
0.3 -1.1 0.1
0.2 0.6 -1.6
-0.6 -0.1 -0.2
-0.3 -0.3 0.8
0.0 0.4 0.2
-0.6 -0.8 -1.0
-0.3 -0.1 0.3
-0.3 -0.3 0.8
0.2 -0.7 0.5
-0.7 -1.3 0.1
-0.2 -0.5 -0.7
-1.3 0.3 -0.8
0.1 -0.4 -0.3
-0.1 0.0 -0.2
0.3 0.5 0.6
0.2 0.2 1.2
-0.4 -0.2 -0.5
0.1 0.1 0.2
-0.4 0.4 0.1
1.6 -0.9 -0.4
-0.7 -0.4 0.5
-0.4 0.2 -0.6
-0.2 -0.2 -0.1
-0.2 0.2 -0.1
0.5 -0.1 -0.3
0.3 0.4 0.5
0.1 0.0 0.0
0.0 0.4 0.2
0.3 -0.4 0.0
1.2 0.3 -1.0
0.0 -0.1 0.8
-0.1 0.7 0.8
-0.7 -0.4 0.9
0.0 0.6 -0.3
0.0 -0.2 -0.3
0.3 0.0 0.1
0.4 0.2 -0.2
-0.3 0.3 0.2
1.1 -0.6 0.6
-0.1 0.4 -0.5
0.4 0.2 0.4
0.1 0.7 0.0
0.4 -0.2 0.3
-0.6 0.1 0.2
0.2 0.1 -0.2
0.0 0.1 0.5
0.1 0.0 -0.6
0.0 0.4 -0.3
0.2 0.4 0.8
0.3 -0.5 0.7
-0.6 -0.3 0.3
0.3 0.3 0.0
0.3 -0.3 0.0
-0.9 -0.3 0.4
0.4 0.1 -0.7
0.4 0.3 0.2
0.1 0.2 0.1
0.3 0.2 -0.3
0.1 0.3 -0.1
0.0 -0.2 -0.3
0.2 -0.1 0.0
0.2 0.2 -0.4
0.4 0.3 -0.2
-0.1 0.2 0.1
-0.3 0.4 -0.3
1.3 -0.3 0.2
0.0 -0.2 0.5
-0.2 0.6 0.0
0.2 1.1 -0.1
0.8 -0.2 0.3
0.0 0.0 0.4
0.1 0.4 -0.1
0.0 0.4 0.0
0.3 -0.8 -0.4
-0.4 0.3 0.1
0.0 -0.3 -0.2
0.8 0.0 0.5
0.8 0.1 0.3
-0.9 -1.2 -0.8
0.1 0.3 0.6
-0.1 -0.7 -0.9
0.6 0.2 -0.2
-0.1 0.3 0.1
-0.2 0.2 0.6
0.2 0.0 -0.6
0.0 0.7 0.3

Löwdin atomic charge list, values in e, 6 entries: atom 1 (Sn): 0.7652, atom 2 (C): -0.1479, atom 3 (C): -0.6145, atom 4 (C): -0.1217, atom 5 (P): 0.7323, atom 6 (C): -0.0232


[2]
The following is a DFT calculation (ωB97M-V/def2-TZVPD) of the molecule C17H25N3O3S2.

## Properties
Strongest force on any atom: 0.97 eV Å⁻¹
SMILES string: COCCn1c(SCC(=O)N2CCCCC2)nc2c(c1=O)S[C@H](C)C2
Orbital gap: 8.12 eV
E_HOMO: -7.66 eV

Atoms and positions in Å:
1 C 4.0355 1.7424 0.6538
2 H 4.9845 1.2335 0.8111
3 O 3.0666 0.7300 0.5052
4 C 1.7444 1.1950 0.4715
5 C 1.3866 1.9471 -0.8268
6 N -0.0525 1.9757 -0.9838
7 C -0.7278 0.9296 -1.5168
8 N -2.0163 0.8441 -1.5886
9 C -2.7342 1.8444 -1.0544
10 C -2.1532 2.9436 -0.4853
11 C -0.7268 3.0813 -0.4075
12 O -0.0933 3.9915 0.0833
13 S -3.2893 4.0983 0.1551
14 C -4.6781 2.8763 -0.0217
15 C -4.9459 2.2375 1.3314
16 H -5.8007 1.5667 1.2666
17 H -5.1573 3.0008 2.0764
18 H -4.0784 1.6658 1.6549
19 C -4.2297 1.8514 -1.0655
20 H -4.5711 2.1268 -2.0677
21 H -4.6200 0.8595 -0.8360
22 H -5.5460 3.4472 -0.3527
23 S 0.2006 -0.4062 -2.1984
24 C -0.9198 -1.7733 -1.7525
25 H -1.9342 -1.3943 -1.8712
26 H -0.7314 -2.5963 -2.4374
27 C -0.6924 -2.1264 -0.2886
28 O -1.5080 -1.7776 0.5476
29 N 0.4307 -2.7977 0.0262
30 C 1.4872 -3.2111 -0.8702
31 H 1.2803 -2.8908 -1.8889
32 C 2.8283 -2.6275 -0.4195
33 C 3.1302 -3.0475 1.0147
34 C 1.9846 -2.6014 1.9168
35 C 0.6658 -3.1774 1.4077
36 H -0.1768 -2.8131 1.9974
37 H 0.6942 -4.2726 1.4662
38 H 2.1472 -2.9363 2.9421
39 H 1.9345 -1.5119 1.9169
40 H 4.0648 -2.5941 1.3453
41 H 3.2403 -4.1339 1.0679
42 H 3.6101 -2.9769 -1.0949
43 H 2.7899 -1.5388 -0.4735
44 H 1.5436 -4.3081 -0.8523
45 H 1.8428 1.4481 -1.6844
46 H 1.7204 2.9860 -0.7761
47 H 1.5328 1.8439 1.3333
48 H 1.1190 0.2994 0.5442
49 H 3.8118 2.3763 1.5187
50 H 4.1065 2.3710 -0.2393

Atomic forces in eV per Å
0.0 0.0 0.0
0.0 0.1 0.0
0.0 -0.1 -0.1
-0.3 0.0 -0.1
0.6 -0.1 0.2
-0.2 0.0 0.0
-0.6 -0.2 -0.2
0.1 -0.4 -0.3
0.4 0.8 0.4
-0.4 -0.3 -0.1
-0.3 -0.2 -0.2
0.1 0.3 0.2
-0.2 0.2 0.0
0.2 0.3 0.2
0.0 0.1 -0.1
-0.1 -0.1 0.0
0.0 0.0 0.1
0.1 -0.1 0.1
0.0 0.1 -0.1
0.0 0.0 0.0
0.0 0.0 0.0
0.1 -0.1 0.0
0.3 -0.3 -0.2
0.0 0.3 0.1
0.1 -0.2 0.0
0.0 0.0 0.0
-0.3 0.1 -0.4
-0.2 0.1 0.1
0.2 -0.3 0.2
0.3 0.1 -0.2
0.0 -0.1 0.0
0.0 -0.3 0.0
0.0 0.3 0.0
0.0 -0.3 -0.1
-0.1 0.2 0.5
0.1 -0.1 -0.1
0.0 0.0 0.0
0.0 0.0 0.1
0.0 0.1 0.1
0.1 -0.1 0.0
0.1 -0.1 0.0
0.0 0.0 -0.1
0.0 0.0 -0.1
0.0 0.0 -0.1
0.0 0.1 0.1
0.0 -0.2 -0.1
0.0 -0.1 -0.1
0.0 0.1 0.0
0.0 0.0 0.0
0.0 0.0 0.0

Löwdin atomic charge list, values in e, 6 entries: atom 1 (C): -0.0929, atom 2 (H): 0.0907, atom 3 (O): -0.2034, atom 4 (C): -0.2012, atom 5 (C): -0.1397, atom 6 (N): 0.0146


[3]
The following is a DFT calculation (ωB97M-V/def2-TZVPD) of a 9-piece molecular cluster, C19H30FN11O19 overall in a non-equilibrium geometry.

## Properties
Strongest force on any atom: 1.55 eV Å⁻¹
SMILES string: N#COC1=CC(=O)c2cc(F)c(N)c(N)c2C1=O.C[N+](=O)[O-].C[N+](=O)[O-].C[N+](=O)[O-].C[N+](=O)[O-].C[N+](=O)[O-].C[N+](=O)[O-].C[N+](=O)[O-].C[N+](=O)[O-]
Orbital gap: 7.37 eV
E_HOMO: -9.11 eV

Atoms and positions in Å:
1 N -1.8554 -0.6127 2.7228
2 C -1.5095 -0.2694 1.6825
3 O -1.0685 -0.1235 0.4646
4 C -0.3053 -1.2651 0.1109
5 C -0.8741 -2.2419 -0.5670
6 C -0.0331 -3.4446 -0.8941
7 O -0.3842 -4.1999 -1.7707
8 C 1.2197 -3.6662 -0.0920
9 C 1.7389 -4.9382 -0.1082
10 C 2.9154 -5.1499 0.5996
11 F 3.4637 -6.3610 0.6224
12 C 3.5097 -4.1231 1.3122
13 N 4.7056 -4.4370 1.9932
14 C 2.9650 -2.8332 1.3537
15 N 3.5124 -1.7669 2.0856
16 C 1.7999 -2.6015 0.6182
17 C 1.1296 -1.2725 0.5789
18 O 1.6285 -0.2263 0.9137
19 H -1.9235 -2.1430 -0.8419
20 H 1.2453 -5.7391 -0.6486
21 H 4.8715 -3.7619 2.7296
22 H 4.6544 -5.3400 2.4539
23 H 4.1365 -2.0676 2.8202
24 H 3.9267 -1.0564 1.4968
25 C 1.0637 2.1176 -1.2012
26 N 2.2861 2.6413 -1.8633
27 O 3.1422 1.8460 -2.1909
28 O 2.3460 3.8459 -2.0336
29 H 1.1477 1.0422 -1.1165
30 H 0.9958 2.5747 -0.2206
31 H 0.2138 2.3918 -1.8203
32 C 0.0980 5.5659 -3.3907
33 N -1.2008 4.8511 -3.2727
34 O -2.1646 5.3199 -3.8411
35 O -1.2100 3.8334 -2.6076
36 H -0.0458 6.4465 -4.0067
37 H 0.4129 5.8392 -2.3881
38 H 0.8067 4.8829 -3.8481
39 C 1.4185 4.8042 2.6108
40 N 0.2357 4.0651 2.0934
41 O -0.5049 3.5497 2.9000
42 O 0.0862 4.0236 0.8850
43 H 1.4115 4.7503 3.6945
44 H 2.3055 4.3279 2.2020
45 H 1.3347 5.8326 2.2712
46 C -4.8953 4.1692 -3.2702
47 N -5.8967 3.5158 -4.1565
48 O -6.3282 4.1593 -5.0907
49 O -6.2128 2.3757 -3.8805
50 H -4.7108 5.1717 -3.6335
51 H -5.3135 4.1899 -2.2673
52 H -3.9892 3.5743 -3.3043
53 C -1.1116 -3.5450 -4.7664
54 N -0.6418 -4.1481 -6.0436
55 O -0.7540 -5.3483 -6.1743
56 O -0.1747 -3.3883 -6.8692
57 H -1.4978 -4.3315 -4.1299
58 H -0.2594 -3.0581 -4.3026
59 H -1.8890 -2.8263 -5.0116
60 C -1.6771 2.3973 6.3684
61 N -0.3625 2.9545 6.7900
62 O 0.3100 2.2965 7.5559
63 O -0.0523 4.0383 6.3344
64 H -1.8215 1.4362 6.8483
65 H -2.4437 3.1020 6.6767
66 H -1.6540 2.2908 5.2870
67 C -4.2832 -1.5228 5.2573
68 N -4.3191 -0.4600 6.2984
69 O -4.3039 -0.8082 7.4608
70 O -4.3593 0.6900 5.9080
71 H -4.2477 -2.4885 5.7489
72 H -5.1837 -1.4256 4.6577
73 H -3.3926 -1.3597 4.6547
74 C 4.0615 -3.5131 -4.2182
75 N 3.8600 -4.1588 -2.8920
76 O 3.4260 -5.2922 -2.8771
77 O 4.1454 -3.5034 -1.9120
78 H 3.7663 -4.2126 -4.9921
79 H 3.4432 -2.6201 -4.2443
80 H 5.1149 -3.2617 -4.3019

Atomic forces in eV per Å
-0.3 0.4 0.4
0.3 -0.5 -0.5
0.1 0.1 0.2
0.1 -0.1 0.2
0.2 0.0 0.1
-0.1 0.2 0.1
-0.1 -0.1 0.0
-1.0 0.5 -0.5
0.6 -0.4 0.2
-1.3 0.7 -0.4
0.2 -0.1 0.1
1.0 -0.7 0.9
-0.4 0.4 0.6
-0.5 0.6 -0.6
0.3 -0.7 0.2
-0.4 -0.1 -0.4
0.0 -0.3 0.2
0.2 0.2 0.1
0.3 -0.4 -0.2
0.1 0.1 0.0
0.3 -0.1 -0.2
0.1 -0.1 -0.4
0.1 0.2 -0.2
-0.2 0.1 0.2
-0.1 -0.4 -0.1
-0.1 -0.2 0.1
0.0 0.2 0.0
0.1 -0.1 0.0
0.2 0.0 0.0
0.0 0.0 -0.2
0.1 0.2 0.2
0.0 0.3 -0.1
0.1 0.1 -0.1
0.1 0.0 0.1
-0.2 0.1 -0.1
-0.1 -0.1 0.0
0.1 -0.2 0.0
0.0 0.0 0.2
0.1 0.0 0.2
-0.1 0.0 0.2
0.0 0.0 -0.1
0.0 0.2 0.2
-0.1 -0.1 0.0
0.0 0.1 -0.1
0.0 -0.1 -0.1
-0.1 0.1 0.0
0.0 0.1 0.0
0.0 -0.1 0.0
0.0 0.0 -0.1
0.0 -0.1 -0.1
0.0 -0.1 0.0
0.0 0.0 0.1
-0.2 -0.1 0.1
0.0 0.0 0.0
0.0 0.1 -0.1
0.0 -0.1 0.0
0.1 0.0 0.0
0.0 0.1 -0.1
0.1 0.1 -0.1
-0.1 -0.2 0.0
-0.1 -0.1 0.0
0.1 0.1 -0.1
0.1 -0.1 0.0
0.1 0.1 0.1
0.0 0.0 -0.1
0.0 0.1 0.0
0.1 -0.2 0.0
0.0 -0.2 0.0
0.0 0.1 0.0
0.0 0.0 0.1
0.0 0.1 0.1
0.1 0.1 0.0
-0.1 0.1 -0.1
-0.1 -0.1 -0.2
-0.1 -0.2 -0.2
0.0 0.1 0.1
0.0 0.1 0.1
0.0 0.0 0.1
0.1 0.1 0.1
0.0 0.1 0.1

Löwdin atomic charge list, values in e, 6 entries: atom 1 (N): 0.2049, atom 2 (C): -0.2938, atom 3 (O): 0.0778, atom 4 (C): -0.1453, atom 5 (C): 0.1265, atom 6 (C): -0.2984